[1]
ORCA calculation (ωB97M-V/def2-TZVPD) on C4H9NO as an isolated structure in a non-equilibrium geometry.

Summary:
maximum force	2.8	eV/Å
gap between HOMO and LUMO	7.8	eV
LUMO energy	0.73	eV
DFT total energy	-7826.555	eV

Positions of all 15 atoms, in Å:
1 O 1.208 1.076 1.141
2 N 0.370 0.427 -1.296
3 C -1.411 0.513 0.422
4 C 0.955 -0.686 0.841
5 C 0.431 -0.845 -0.560
6 C -0.881 -0.183 -0.789
7 H -1.502 -0.638 -1.576
8 H 1.971 -1.026 1.015
9 H 0.490 0.247 -2.289
10 H 0.246 -0.997 1.619
11 H -2.053 -0.148 1.026
12 H 1.231 1.336 0.180
13 H 0.778 -1.704 -1.142
14 H -1.917 1.450 0.181
15 H 0.085 1.177 1.228



[2]
ORCA calculation (ωB97M-V/def2-TZVPD) on a 2-piece molecular cluster, C4H9NO overall in a non-equilibrium geometry.

Summary:
SMILES	C=CC.NC=O
maximum force	4.5	eV/Å
gap between HOMO and LUMO	8.9	eV
LUMO energy	0.96	eV
DFT total energy	-7828.813	eV

Positions of all 15 atoms, in Å:
1 O -0.384 -0.926 -1.171
2 N -0.166 0.409 -3.157
3 C -0.181 -0.614 3.110
4 C 0.267 -0.357 -2.018
5 C 0.560 1.298 1.589
6 C -0.145 0.125 1.814
7 H 1.367 -0.525 -2.100
8 H 1.652 1.566 1.849
9 H 0.336 0.385 -4.016
10 H 0.105 2.144 0.977
11 H -0.882 -1.492 2.909
12 H -0.497 -0.194 0.897
13 H -1.079 0.742 -3.301
14 H -0.632 0.001 3.873
15 H 0.861 -0.791 3.414



[3]
ORCA calculation (ωB97M-V/def2-TZVPD) on a 2-piece molecular cluster, C4H9NO overall in a non-equilibrium geometry.

Summary:
SMILES	[H]/N=C/C.C=CO
maximum force	2.5	eV/Å
gap between HOMO and LUMO	9.5	eV
LUMO energy	0.89	eV
DFT total energy	-7828.602	eV

Positions of all 15 atoms, in Å:
1 O -1.798 -0.998 1.041
2 N 0.912 0.184 -1.392
3 C -1.557 0.250 0.537
4 C -1.718 0.570 -0.803
5 C 1.193 0.116 -0.196
6 C 2.443 -0.324 0.490
7 H 2.847 0.497 1.079
8 H 2.222 -1.141 1.181
9 H 3.186 -0.648 -0.241
10 H -0.318 0.479 -1.384
11 H -1.630 0.994 1.319
12 H -2.005 1.588 -1.031
13 H 0.255 0.234 0.533
14 H -2.186 -0.167 -1.449
15 H -1.846 -1.635 0.316



[4]
ORCA calculation (ωB97M-V/def2-TZVPD) on one molecule with the formula C4H9NO in a non-equilibrium geometry.

Summary:
SMILES	CCNC(C)=O
maximum force	3.6	eV/Å
gap between HOMO and LUMO	10.4	eV
LUMO energy	0.85	eV
DFT total energy	-7830.669	eV

Positions of all 15 atoms, in Å:
1 O 1.284 1.544 -0.813
2 N -0.316 0.375 0.182
3 C 0.949 0.587 -0.101
4 C -1.120 -0.793 0.551
5 C 1.936 -0.406 0.565
6 C -2.315 -0.910 -0.542
7 H -0.846 1.180 0.377
8 H -1.537 -0.737 1.532
9 H -2.220 -0.409 -1.545
10 H 1.686 -0.439 1.668
11 H -0.537 -1.711 0.564
12 H 2.958 -0.067 0.516
13 H 1.814 -1.473 0.146
14 H -3.237 -0.354 -0.289
15 H -2.842 -1.838 -0.571



[5]
ORCA calculation (ωB97M-V/def2-TZVPD) on one molecule with the formula C4H9NO.

Summary:
SMILES	CC(=O)N(C)C
maximum force	0.3	eV/Å
gap between HOMO and LUMO	10.0	eV
LUMO energy	0.84	eV
DFT total energy	-7831.734	eV

Positions of all 15 atoms, in Å:
1 O -2.105 -0.393 -0.181
2 N 0.004 0.066 0.468
3 C -0.513 0.438 1.776
4 C -0.427 -0.547 -1.887
5 C 1.422 0.215 0.215
6 C -0.921 -0.297 -0.472
7 H -0.887 -0.439 2.315
8 H 0.288 0.902 2.358
9 H 1.701 1.255 -0.007
10 H -1.295 -0.784 -2.503
11 H 1.984 -0.106 1.098
12 H -1.341 1.145 1.671
13 H 1.740 -0.414 -0.619
14 H 0.280 -1.381 -1.939
15 H 0.070 0.341 -2.293



[6]
ORCA calculation (ωB97M-V/def2-TZVPD) on one molecule with the formula C4H9NO.

Summary:
SMILES	CCC(=O)NC
maximum force	0.3	eV/Å
gap between HOMO and LUMO	10.6	eV
LUMO energy	0.93	eV
DFT total energy	-7832.003	eV

Positions of all 15 atoms, in Å:
1 O -0.186 1.067 0.959
2 N 0.689 -0.979 0.656
3 C -0.117 0.051 0.283
4 C -1.078 1.306 -1.621
5 C 1.483 -0.837 1.858
6 C -0.892 -0.086 -1.022
7 H -0.129 1.702 -1.995
8 H 0.638 -1.868 0.185
9 H -1.419 1.984 -0.836
10 H 1.873 0.182 1.884
11 H -1.871 -0.529 -0.799
12 H 2.313 -1.546 1.840
13 H -1.801 1.307 -2.439
14 H -0.389 -0.768 -1.720
15 H 0.888 -0.985 2.767



[7]
ORCA calculation (ωB97M-V/def2-TZVPD) on one molecule with the formula C4H9NO in a non-equilibrium geometry.

Summary:
SMILES	CCNCC=O
maximum force	2.5	eV/Å
gap between HOMO and LUMO	9.6	eV
LUMO energy	1.05	eV
DFT total energy	-7830.156	eV

Positions of all 15 atoms, in Å:
1 O -0.626 -1.359 1.786
2 N 0.362 -0.662 -0.645
3 C 0.808 0.692 -0.866
4 C 0.998 1.492 0.470
5 C -1.068 -0.885 -0.456
6 C -1.427 -1.516 0.887
7 H 0.208 1.157 -1.639
8 H -1.306 -1.586 -1.279
9 H 1.893 1.117 0.976
10 H 1.175 2.525 0.178
11 H -2.371 -2.024 1.066
12 H 1.841 0.727 -1.213
13 H -1.694 -0.020 -0.735
14 H 0.364 1.450 1.354
15 H 0.843 -1.109 0.116



[8]
ORCA calculation (ωB97M-V/def2-TZVPD) on one molecule with the formula C4H9NO in a non-equilibrium geometry.

Summary:
SMILES	CC/C(C)=[NH+]\[O-]
maximum force	1.7	eV/Å
gap between HOMO and LUMO	9.2	eV
LUMO energy	0.89	eV
DFT total energy	-7829.325	eV

Positions of all 15 atoms, in Å:
1 O 1.378 -1.524 -1.169
2 N 1.515 -0.377 -0.613
3 C 0.513 0.396 -0.250
4 C -1.192 -1.267 0.541
5 C -0.830 -0.225 -0.528
6 C 0.581 1.743 0.422
7 H -1.286 -0.811 1.533
8 H -0.756 -0.732 -1.496
9 H -0.412 -2.033 0.575
10 H 0.042 1.726 1.384
11 H -2.142 -1.757 0.304
12 H 2.525 -0.276 -0.533
13 H 0.071 2.508 -0.185
14 H 1.601 2.084 0.611
15 H -1.608 0.546 -0.595



[9]
ORCA calculation (ωB97M-V/def2-TZVPD) on one molecule with the formula C4H9NO.

Summary:
SMILES	CCO/C=N/C
maximum force	0.5	eV/Å
gap between HOMO and LUMO	10.8	eV
LUMO energy	1.14	eV
DFT total energy	-7830.769	eV

Positions of all 15 atoms, in Å:
1 O 0.161 0.768 0.786
2 N -1.129 -0.187 -0.829
3 C 1.307 0.543 -0.042
4 C 2.422 0.333 0.958
5 C -2.409 -0.792 -1.099
6 C -0.978 0.246 0.337
7 H 2.389 1.104 1.732
8 H -1.728 0.220 1.139
9 H 2.220 -0.629 1.443
10 H -2.248 -1.814 -1.454
11 H 1.361 1.371 -0.762
12 H 3.412 0.267 0.503
13 H -2.916 -0.228 -1.887
14 H -3.054 -0.821 -0.207
15 H 1.189 -0.381 -0.616



[10]
ORCA calculation (ωB97M-V/def2-TZVPD) on one molecule with the formula C4H9NO.

Summary:
SMILES	CCO/C=N/C
maximum force	0.4	eV/Å
gap between HOMO and LUMO	10.8	eV
LUMO energy	1.15	eV
DFT total energy	-7830.887	eV

Positions of all 15 atoms, in Å:
1 O -0.495 -0.064 1.031
2 N -0.522 0.450 -1.205
3 C 1.544 -0.847 2.020
4 C 0.929 0.111 1.016
5 C -1.286 0.585 -2.422
6 C -1.117 0.132 -0.140
7 H -2.194 -0.041 -0.024
8 H -2.379 0.614 -2.297
9 H 2.635 -0.735 2.031
10 H 1.304 -1.879 1.743
11 H -1.054 -0.237 -3.109
12 H 1.169 -0.663 3.029
13 H 1.299 -0.096 0.011
14 H -0.978 1.506 -2.926
15 H 1.144 1.164 1.240



[11]
ORCA calculation (ωB97M-V/def2-TZVPD) on a 2-piece molecular cluster, C4H9NO overall.

Summary:
maximum force	0.5	eV/Å
gap between HOMO and LUMO	9.2	eV
LUMO energy	0.41	eV
DFT total energy	-7827.493	eV

Positions of all 15 atoms, in Å:
1 O 0.616 1.806 0.374
2 N -1.204 0.445 0.681
3 C 1.393 -1.009 -1.595
4 C -1.850 -0.642 1.377
5 C -0.027 0.723 0.978
6 C 0.327 2.038 -0.893
7 H 0.900 -1.938 -1.295
8 H -2.766 -0.253 1.829
9 H 0.659 -0.200 -1.659
10 H -1.230 -1.108 2.158
11 H 0.853 3.008 -1.055
12 H 2.161 -0.749 -0.859
13 H 1.866 -1.146 -2.571
14 H -2.140 -1.404 0.647
15 H 0.611 0.265 1.741



[12]
ORCA calculation (ωB97M-V/def2-TZVPD) on a 2-piece molecular cluster, C4H9NO overall.

Summary:
maximum force	0.3	eV/Å
gap between HOMO and LUMO	8.7	eV
LUMO energy	-0.01	eV
DFT total energy	-7828.470	eV

Positions of all 15 atoms, in Å:
1 O 1.657 2.215 -0.089
2 N 2.002 -0.057 0.099
3 C 1.260 1.046 -0.164
4 C -1.128 1.534 0.261
5 C -0.807 -1.976 -0.144
6 C -0.068 1.124 -0.691
7 H -1.913 0.768 0.183
8 H 1.696 -0.950 -0.259
9 H -0.683 -1.245 -0.951
10 H -0.845 1.670 1.312
11 H -0.322 -2.915 -0.422
12 H -1.606 2.447 -0.112
13 H -0.369 -1.594 0.784
14 H 2.999 0.089 0.181
15 H -1.873 -2.156 0.013



[13]
ORCA calculation (ωB97M-V/def2-TZVPD) on one molecule with the formula C4H9NO in a non-equilibrium geometry.

Summary:
SMILES	C[C@H]1N[C@H]1CO
maximum force	1.2	eV/Å
gap between HOMO and LUMO	9.9	eV
LUMO energy	1.05	eV
DFT total energy	-7828.526	eV

Positions of all 15 atoms, in Å:
1 O 2.723 -0.283 0.933
2 N 0.050 0.634 -1.052
3 C -0.932 -0.216 -0.526
4 C 1.354 -0.601 0.783
5 C 0.772 -0.462 -0.591
6 C -2.008 0.583 0.268
7 H 1.381 -1.002 -1.357
8 H 2.835 0.637 0.668
9 H -2.254 1.488 -0.324
10 H -1.713 0.956 1.254
11 H -1.327 -1.124 -0.976
12 H 0.699 -0.039 1.458
13 H -2.958 0.044 0.377
14 H 1.287 -1.664 1.049
15 H 0.092 1.049 -1.965



[14]
ORCA calculation (ωB97M-V/def2-TZVPD) on a 2-piece molecular cluster, C4H9NO overall in a non-equilibrium geometry.

Summary:
spin multiplicity	2
expectation value of S²	0.7557
maximum force	1.7	eV/Å
gap between HOMO and LUMO (spin up / spin down)	8.3 / 5.0	eV
total charge	+1
LUMO energy (spin up / spin down)	-4.90 / -8.17	eV
DFT total energy	-7820.479	eV

Positions of all 15 atoms, in Å:
1 O -0.954 -1.367 0.612
2 N 1.443 1.599 -0.718
3 C 2.506 2.273 -0.799
4 C -2.113 -1.095 0.181
5 C -3.185 -1.506 0.976
6 C 1.524 0.221 -0.297
7 H -0.116 -1.138 0.147
8 H 3.478 1.792 -0.686
9 H -2.160 -0.400 -0.658
10 H 1.058 0.284 0.702
11 H 0.846 -0.365 -0.924
12 H -2.968 -1.790 1.996
13 H 2.498 -0.241 -0.123
14 H -4.202 -1.584 0.628
15 H 2.344 3.318 -1.037



[15]
ORCA calculation (ωB97M-V/def2-TZVPD) on a 2-piece molecular cluster, C4H9NO overall in a non-equilibrium geometry.

Summary:
spin multiplicity	2
expectation value of S²	0.7533
maximum force	5.5	eV/Å
gap between HOMO and LUMO (spin up / spin down)	6.9 / 2.8	eV
total charge	+1
LUMO energy (spin up / spin down)	-5.92 / -10.04	eV
DFT total energy	-7819.361	eV

Positions of all 15 atoms, in Å:
1 O 0.280 -3.933 0.544
2 N 0.335 -1.836 -0.392
3 C -1.130 3.585 -0.292
4 C 0.199 2.865 -0.257
5 C 0.665 2.180 0.779
6 C -0.102 -3.148 -0.273
7 H -0.940 -3.321 -0.880
8 H 1.357 1.288 0.786
9 H -2.009 2.953 -0.016
10 H -1.358 3.677 -1.378
11 H -1.183 4.600 0.256
12 H 0.538 2.669 -1.327
13 H 0.895 -1.363 0.418
14 H -0.135 -1.094 -0.977
15 H 0.462 2.012 1.770



[16]
ORCA calculation (ωB97M-V/def2-TZVPD) on an isolated ion of composition C4H9NO and charge +1 in a non-equilibrium geometry.

Summary:
spin multiplicity	2
expectation value of S²	0.7894
maximum force	6.1	eV/Å
gap between HOMO and LUMO (spin up / spin down)	12.3 / 7.1	eV
total charge	+1
LUMO energy (spin up / spin down)	-4.40 / -8.85	eV
DFT total energy	-7820.565	eV

Positions of all 15 atoms, in Å:
1 O -1.215 -1.684 0.463
2 N -0.085 0.424 0.249
3 C 1.393 0.763 0.196
4 C -0.151 -1.336 -1.582
5 C -0.936 1.056 1.347
6 C -0.488 -0.846 -0.189
7 H -1.059 2.159 1.146
8 H -1.910 0.610 1.102
9 H 0.025 -2.354 -1.440
10 H -0.743 1.024 2.333
11 H 1.868 0.285 1.037
12 H -0.869 -1.245 -2.351
13 H 1.486 1.717 0.631
14 H 0.633 -1.126 -2.268
15 H 2.051 0.553 -0.674



[17]
ORCA calculation (ωB97M-V/def2-TZVPD) on a 3-piece molecular cluster, C4H9NO2 overall in a non-equilibrium geometry.

Summary:
maximum force	2.5	eV/Å
gap between HOMO and LUMO (spin up / spin down)	3.8 / 3.8	eV
total charge	-2
LUMO energy (spin up / spin down)	5.54 / 5.54	eV
DFT total energy	-9870.745	eV

Positions of all 16 atoms, in Å:
1 O -2.150 -0.629 1.487
2 O -0.211 0.234 2.427
3 N -1.619 0.456 1.567
4 C -0.969 -0.655 -0.814
5 C 0.414 1.356 -0.355
6 C -0.831 0.758 -0.359
7 C 0.570 2.686 -0.369
8 H 1.335 0.731 -0.576
9 H 1.484 3.155 -0.329
10 H -0.227 3.379 -0.200
11 H -0.441 -1.314 -0.049
12 H -0.702 -0.866 -1.843
13 H 0.222 -0.486 1.921
14 H -1.635 1.381 -0.618
15 H -2.089 -0.876 -0.790
16 H 6.850 -9.310 -1.099



[18]
ORCA calculation (ωB97M-V/def2-TZVPD) on one molecule with the formula C4H9NO2 in a non-equilibrium geometry.

Summary:
SMILES	C[C@@H](O)CNC=O
maximum force	1.8	eV/Å
gap between HOMO and LUMO	10.6	eV
LUMO energy	0.66	eV
DFT total energy	-9878.770	eV

Positions of all 16 atoms, in Å:
1 O -1.981 1.421 -0.605
2 O -1.196 -1.117 -0.095
3 N 0.278 1.420 -0.927
4 C 0.564 -1.740 1.231
5 C 0.623 0.564 0.202
6 C -0.984 1.790 -1.211
7 C 0.211 -0.912 -0.011
8 H 0.667 -1.283 -0.938
9 H -1.044 2.491 -2.060
10 H 1.011 1.787 -1.512
11 H 1.707 0.675 0.351
12 H 0.140 0.965 1.107
13 H -1.715 -0.294 -0.110
14 H 0.797 -2.802 1.069
15 H 1.327 -1.312 1.887
16 H -0.448 -1.647 1.588



[19]
ORCA calculation (ωB97M-V/def2-TZVPD) on a 2-piece molecular cluster, C4H9NO2 overall.

Summary:
SMILES	[H]/N=C\C.COC=O
maximum force	0.5	eV/Å
gap between HOMO and LUMO	11.1	eV
LUMO energy	1.02	eV
DFT total energy	-9878.287	eV

Positions of all 16 atoms, in Å:
1 O 1.658 0.334 -1.270
2 O -0.138 -0.589 -2.291
3 N -0.671 -0.092 0.622
4 C -0.042 -0.215 3.013
5 C 0.208 -0.089 1.539
6 C -0.500 0.699 -2.783
7 C 0.917 -0.595 -1.478
8 H -1.349 0.534 -3.448
9 H 0.661 -0.913 3.477
10 H -1.065 -0.554 3.206
11 H 1.035 -1.596 -1.042
12 H 0.099 0.760 3.494
13 H -1.606 -0.213 1.019
14 H 1.248 0.032 1.215
15 H 0.332 1.155 -3.325
16 H -0.786 1.343 -1.946



[20]
ORCA calculation (ωB97M-V/def2-TZVPD) on a 2-piece molecular cluster, C4H9NO2 overall.

Summary:
SMILES	[H]/N=C\COC.C=O
maximum force	0.9	eV/Å
gap between HOMO and LUMO	9.9	eV
LUMO energy	0.72	eV
DFT total energy	-9876.271	eV

Positions of all 16 atoms, in Å:
1 O -2.797 -0.132 -2.524
2 O 0.760 0.044 1.243
3 N -1.118 -0.876 -0.533
4 C -0.233 -0.049 -0.902
5 C -2.683 0.292 -1.400
6 C 0.942 0.377 -0.100
7 C 1.997 -0.222 1.860
8 H 1.759 -0.208 -0.553
9 H 2.688 0.624 1.738
10 H 1.188 1.443 -0.232
11 H -3.267 -0.028 -0.517
12 H 2.456 -1.118 1.416
13 H -0.277 0.332 -1.931
14 H 1.812 -0.391 2.921
15 H -1.075 -1.109 0.455
16 H -2.046 1.176 -1.149



Asked for energy relative to the best compared isomer or geometry (same formula, charge and spin) across the records above, the calculation gives 132.9 80.9 85.7 38.1 13.5 7.3 49.9 69.1 35.8 33.0 111.3 88.8 87.5 64.9 90.7 62.9 106.2 29.8 40.9 87.4 kcal/mol in order.